# 1
Computed, not measured: a cluster of 2 separate species, C12H22O8S in total, with ωB97M-V with the def2-TZVPD basis set.

```
43
Properties=species:S:1:pos:R:3:lowdin_charge:R:1
C 5.07054 -2.32711 2.35163 0.02
C 5.72448 -0.97459 2.18784 -0.52
O 6.39980 -0.46293 3.03162 0.13
O 5.50843 -0.36632 0.97569 -0.04
C 4.55437 0.70882 0.98995 -0.16
C 3.12641 0.25217 0.66893 -0.15
C 2.07327 0.74540 1.67248 -0.17
C 0.71152 1.06342 1.03254 -0.12
C -0.45078 0.50186 1.81712 -0.25
O -1.67343 0.71800 1.06923 -0.15
S -2.75586 -0.39900 1.36522 0.60
O -3.78912 0.09911 2.19599 -0.21
O -3.05650 -1.05944 0.14518 -0.22
O -1.81093 -1.32565 2.26945 -0.13
C -0.42989 -1.01527 2.02432 -0.37
O 0.04844 -1.63451 0.88647 0.06
H 4.32055 -2.25393 3.14101 0.09
H 4.61152 -2.67843 1.43146 0.08
H 5.82869 -3.04088 2.67394 0.09
H 4.91559 1.41587 0.24480 0.13
H 4.60709 1.20119 1.96601 0.12
H 3.12836 -0.83882 0.62951 0.11
H 2.85418 0.58337 -0.33529 0.12
H 1.95136 -0.00166 2.46259 0.11
H 2.44843 1.64390 2.16872 0.11
H 0.64375 0.64991 0.02485 0.13
H 0.57012 2.14195 0.94723 0.13
H -0.58339 0.97829 2.79242 0.17
H 0.09259 -1.33676 2.92642 0.17
H -0.20612 -2.56418 0.88947 0.13
C -4.81541 0.64416 -2.72449 -0.17
C -4.99728 0.45032 -4.22886 -0.17
C -3.80917 1.22907 -4.78056 -0.21
O -2.77081 1.11298 -3.80953 -0.14
C -3.30077 0.57668 -2.59195 -0.21
H -5.31734 -0.10842 -2.11864 0.11
H -5.18205 1.62784 -2.42334 0.11
H -4.91156 -0.60734 -4.48654 0.11
H -5.95070 0.81819 -4.60606 0.11
H -4.06125 2.28686 -4.91678 0.12
H -3.44350 0.83868 -5.73160 0.11
H -2.95891 -0.45463 -2.47169 0.11
H -2.91473 1.16185 -1.75673 0.11
```

**HOMO-LUMO gap**: 9.411 eV
**HOMO**: -9.21 eV

---

# 2
Computed, not measured: a cluster of 3 separate species, C12H23BFIN2O3 in total at a distorted geometry, with ωB97M-V with the def2-TZVPD basis set.

```
43
Properties=species:S:1:pos:R:3:lowdin_charge:R:1
C -4.47963 -3.64720 -0.63175 0.00
B -3.13075 -3.98622 -1.44665 -0.50
O -2.93301 -5.31885 -1.82074 0.08
C -2.12641 -2.76578 -1.81313 -0.22
C -2.41673 -2.41806 -3.26921 -0.28
N -2.55971 -1.85320 -4.23460 0.18
C -0.58968 -3.13314 -1.58846 -0.68
I 0.06753 -4.24507 -3.33159 1.09
C -0.52296 -4.10173 -0.40802 -0.29
N -0.63867 -4.64417 0.56862 0.20
C 0.29733 -1.88627 -1.19860 -0.18
C 1.42766 -1.49789 -2.18784 -0.22
C 0.90664 -0.78684 -3.48076 -0.23
F 1.86656 -0.75654 -4.48849 -0.06
H -4.64036 -2.54702 -0.65119 0.06
H -4.46373 -4.06795 0.38934 0.08
H -5.30566 -4.07105 -1.25210 0.08
H -3.46461 -5.52326 -2.60568 0.12
H -2.34942 -1.91815 -1.13751 0.14
H -0.36767 -1.00998 -1.06197 0.13
H 0.79384 -2.11070 -0.23137 0.12
H 2.03261 -0.71638 -1.67211 0.10
H 2.14487 -2.31128 -2.41477 0.09
H -0.06942 -1.17617 -3.82443 0.07
H 0.72377 0.26979 -3.17833 0.11
C 1.33651 2.64818 1.14179 -0.10
C 2.00651 1.75056 0.11953 -0.31
O 1.30605 1.79005 -1.12430 -0.10
H 0.30144 2.33972 1.30058 0.08
H 1.86203 2.61653 2.09422 0.06
H 1.31152 3.68216 0.79161 0.07
H 2.01030 0.71544 0.46414 0.10
H 3.04224 2.06218 -0.05032 0.11
H 1.31241 2.70284 -1.43294 0.09
C 1.43289 5.48751 5.63081 -0.09
C 2.09387 4.59630 4.59652 -0.32
O 1.38694 4.65021 3.35978 -0.10
H 0.39781 5.18188 5.79226 0.08
H 1.96540 5.44421 6.58277 0.07
H 1.41121 6.52555 5.28899 0.07
H 2.09477 3.55882 4.93150 0.11
H 3.13028 4.90491 4.42470 0.11
H 1.39543 5.56608 3.05974 0.09
```

**HOMO-LUMO gap**: 9.695 eV
**HOMO**: -9.74 eV

---

# 3
Computed, not measured: a structure of composition C12H23CaN2O2P2 at a distorted geometry, with ωB97M-V with the def2-TZVPD basis set.

```
42
Properties=species:S:1:pos:R:3:lowdin_charge:R:1
Ca 1.08473 1.70723 0.04315 1.04
P 0.92393 0.26779 -2.57375 0.83
C 0.24077 -1.42498 -1.98555 -0.27
C 0.16773 -1.70271 -0.47432 -0.29
N 0.24633 -0.68489 0.42662 0.04
C 0.17748 -1.01233 1.73468 -0.31
C -0.01672 -2.33279 2.20145 0.00
C -0.13211 -3.34728 1.24927 -0.03
C -0.02924 -3.00428 -0.06166 -0.04
C 0.35618 0.06084 2.82395 -0.30
P -0.21734 1.78342 2.47100 0.73
H -0.23692 -3.75359 -0.79552 0.12
H -0.05623 -2.52128 3.26802 0.12
H -0.40196 -4.33460 1.58533 0.12
H -0.23422 -0.31158 3.67717 0.09
H 1.43268 0.13882 3.10525 0.11
H -0.75849 -1.43487 -2.41219 0.06
H 0.82739 -2.24288 -2.53103 0.11
H -2.80926 0.21941 -1.41987 -0.03
O -3.31521 -0.36866 -1.97043 -0.08
H -3.29266 -1.23235 -1.38276 0.12
H -1.37969 3.33155 -1.20909 0.31
O -1.13258 2.14030 -0.55241 -0.43
H -2.05209 2.32578 -1.20794 0.14
C -1.96204 1.54433 2.58385 -0.27
H -2.28020 0.64517 3.11651 0.06
H -2.33728 2.44592 3.09770 0.07
H -2.30765 1.42793 1.54576 0.02
C 0.20203 2.66922 3.95217 -0.27
H -0.00430 3.70392 3.72679 0.05
H -0.42512 2.35059 4.76455 0.06
H 1.25055 2.57957 4.18689 0.05
C 2.47593 -0.54264 -3.16822 -0.31
H 2.34268 -1.44151 -3.77895 0.05
H 3.06074 0.10298 -3.81349 0.04
H 3.19416 -0.67579 -2.35576 0.01
C 0.00338 0.35062 -4.19116 -0.28
H 0.25860 1.32193 -4.62286 0.03
H 0.30694 -0.38432 -4.94162 0.05
H -1.06738 0.25023 -3.98075 0.03
N 4.51444 0.55795 0.02802 -0.10
C 3.38203 0.82784 -0.15879 -0.46
```

**HOMO-LUMO gap**: 7.197 eV
**HOMO**: -12.38 eV
**Charge**: +1